{"formula": "C21H23ClN4O3S", "method": "the ωB97M-V functional and the def2-TZVPD basis", "mol_weight_g_mol": 446.96, "relative_energy_ev": 0.898, "homo_ha": -0.3359, "fmax_ev_per_a": 1.103, "total_charge": 0, "smiles": "CCN(CC)S(=O)(=O)c1ccc(Cl)c(C(=O)Nc2cc(C)nn2-c2ccccc2)c1", "gap_ha": 0.346, "symbols": ["O", "H", "H", "H", "C", "H", "C", "C", "H", "C", "C", "H", "C", "H", "H", "C", "H", "C", "C", "C", "C", "C", "O", "O", "C", "H", "H", "H", "N", "C", "H", "C", "C", "H", "H", "C", "H", "C", "H", "N", "H", "C", "H", "H", "N", "Cl", "C", "H", "H", "H", "C", "S", "N"], "xyz": [[-4.551220, 0.294713, 1.587232], [-2.705655, -5.197373, 1.513891], [-2.535093, 0.965569, -2.333359], [0.849950, -1.852960, 0.808629], [-1.925332, -4.466883, 1.362309], [3.297879, 3.693120, -1.244683], [-3.571598, 0.291539, 0.882340], [0.108034, 0.264406, -3.544013], [-2.949537, -3.497181, -0.248920], [3.056017, -0.129496, 0.244262], [3.036148, -0.979318, -1.022138], [-0.416834, 0.087836, -4.482182], [-2.071037, -3.504656, 0.379367], [-4.013317, -1.437288, -0.067165], [3.638346, -1.870498, -0.866969], [-1.187734, 0.950356, 1.285035], [4.280099, 2.307248, -0.774327], [0.085550, -2.596147, 0.963209], [-2.753681, 2.672328, 0.709976], [-2.255342, -0.691093, -0.918440], [-0.682248, -0.275813, -2.407687], [-1.754795, 3.632080, 0.822555], [1.405776, 0.191943, 2.560038], [2.199677, 2.500577, 2.252467], [-1.943006, 0.157540, -1.956943], [2.847907, -0.746762, 1.119262], [1.074197, -0.229248, -3.584450], [2.146099, 1.493435, -1.727658], [-0.261684, -1.297673, -1.685096], [-0.782912, -4.496279, 2.145002], [3.403019, 3.221602, 0.460048], [2.139720, 1.953042, -0.736434], [-0.194145, 1.902872, 1.364559], [1.110868, -3.579476, 2.551082], [0.246881, 1.338202, -3.432252], [-2.483477, 1.325579, 0.948131], [-1.991968, 4.669637, 0.648881], [0.221720, -3.564819, 1.940490], [1.228811, 2.549857, -0.648851], [2.014818, 0.884365, 0.233311], [3.451725, -0.431484, -1.864399], [-0.469399, 3.242571, 1.153008], [-0.676759, -5.247240, 2.912961], [-0.940887, -0.073798, 1.516601], [-3.337823, -0.684456, -0.036910], [-4.338043, 3.151762, 0.250041], [3.363509, 2.850948, -0.560470], [0.324736, 3.964084, 1.265703], [4.046640, 0.322132, 0.384396], [2.017433, -1.275003, -1.264935], [-1.066025, -2.564638, 0.187056], [1.476810, 1.367596, 1.743416], [-1.212828, -1.557337, -0.786995]], "forces_ev_per_angstrom": [[-0.045, 0.058, 0.088], [-0.060, -0.057, 0.009], [-0.204, 0.187, -0.046], [0.091, 0.120, -0.031], [-0.033, -0.011, 0.051], [0.041, 0.077, -0.091], [0.057, 0.179, 0.205], [-0.011, -0.063, 0.031], [-0.046, -0.004, -0.086], [0.303, -0.461, 0.165], [-0.068, 0.239, 0.201], [0.044, 0.018, -0.078], [0.105, 0.130, -0.071], [0.033, 0.171, 0.068], [0.105, -0.075, -0.029], [-0.129, 0.064, 0.058], [0.135, -0.007, -0.036], [-0.152, 0.039, -0.116], [0.313, -0.239, 0.150], [0.085, 0.187, -0.496], [-0.298, 0.068, 0.298], [-0.083, -0.121, -0.020], [-0.122, -0.239, -0.038], [-0.156, 0.141, -0.169], [-0.086, -0.402, 0.213], [0.196, -0.067, -0.113], [0.118, 0.004, -0.050], [-0.127, 0.029, 0.049], [0.630, -0.338, -0.348], [0.002, -0.052, 0.021], [0.093, 0.089, -0.032], [0.050, 0.489, -0.189], [0.520, -0.095, 0.116], [0.090, -0.001, 0.071], [0.068, 0.071, -0.052], [0.059, 0.335, 0.260], [-0.023, 0.082, -0.017], [0.011, -0.016, -0.003], [0.051, 0.012, -0.270], [-0.536, 0.170, 0.948], [0.064, 0.015, -0.158], [0.050, 0.033, 0.057], [0.016, -0.061, 0.067], [-0.054, -0.207, -0.040], [-0.096, -0.578, -0.301], [-0.206, 0.183, -0.115], [-0.143, -0.155, -0.009], [0.049, 0.138, -0.019], [-0.065, -0.054, 0.058], [0.019, -0.063, -0.012], [0.152, -0.417, 0.358], [-0.236, -0.015, -0.386], [-0.573, 0.471, -0.121]], "mulliken_charge": [-0.623, 0.380, 0.522, 0.509, -0.781, 0.442, -0.342, -1.425, 0.514, -0.945, -1.208, 0.388, -0.516, 0.281, 0.424, 0.041, 0.337, 0.313, 0.729, -0.425, 0.843, -0.761, -0.669, -0.754, -0.884, 0.513, 0.307, 0.152, -1.017, -0.458, 0.314, -0.271, -0.470, 0.426, 0.285, -0.453, 0.472, -0.866, 0.312, 0.653, 0.367, -0.234, 0.392, 0.815, 0.181, -0.221, -1.469, 0.554, 0.541, 0.209, 0.198, 1.307, 1.069]}